No. 1
Computed, not measured: a structure of composition C5H7O5S, with ωB97M-V with the def2-TZVPD basis set.

Each line ends with the Löwdin charge.
Cartesian coordinates (Å):
C: -0.9830 1.2742 -1.3387  -0.77
C: 0.6251 -1.0685 -0.7804  -0.18
C: 1.4668 -0.4231 0.3617  -0.15
C: -1.3013 0.9329 -0.0015  -0.14
C: -0.6975 -1.5210 -0.1181  -0.28
O: -1.6420 1.3225 -2.3688  0.01
O: 0.2990 1.3896 -1.2798  -0.18
O: -0.1774 0.7098 2.2473  -0.24
O: 1.1983 2.1182 0.9736  -0.36
O: -0.8147 -1.8441 1.0798  -0.07
S: 0.3422 0.9986 0.6350  0.86
H: 0.4967 -0.2434 -1.5019  0.08
H: 1.0992 -1.8418 -1.4068  0.12
H: 1.5295 -1.0461 1.1869  0.07
H: 2.3331 -0.0025 0.0506  0.06
H: -2.0493 1.1578 0.7044  0.06
H: -1.4857 -1.7200 -0.8507  0.12
H: -0.2390 -0.1931 2.4073  -0.02

Computed properties:
Orbital gap in eV: 7.83
Charge: -1
E_tot in eV: -26368.932
Largest force on an atom in eV/A: 5.09



No. 2
Computed, not measured: a structure of composition C5H7P, with ωB97M-V with the def2-TZVPD basis set.

Each line ends with the Löwdin charge.
Cartesian coordinates (Å):
C: 0.9940 0.1531 -1.0922  -0.04
C: 1.0703 -1.1213 -1.4762  -0.42
C: -0.4999 -0.9112 0.7955  -0.39
C: -0.1217 0.3417 0.6046  -0.24
C: -0.4774 1.7090 1.0435  -0.10
P: 0.1660 -2.1804 -0.3325  0.82
H: 1.5191 1.0865 -1.1579  0.05
H: 1.6675 -1.5655 -2.3197  0.07
H: -1.2786 -1.2512 1.5261  0.08
H: 0.2055 2.5149 0.9178  0.05
H: -0.9765 1.6156 2.0757  0.11
H: -1.1485 2.0448 0.2569  0.08
H: -1.1198 -2.4361 -0.8416  -0.07

Computed properties:
Orbital gap in eV: 9.31
E_tot in eV: -14583.248
Largest force on an atom in eV/A: 5.10



No. 3
Computed, not measured: the molecule C5H8, with ωB97M-V with the def2-TZVPD basis set.

Each line ends with the Löwdin charge.
Cartesian coordinates (Å):
C: -1.9089 0.0616 0.0831  -0.04
C: -0.4160 0.1096 0.0236  -0.33
C: 0.4639 0.7870 0.6946  -0.10
C: 1.6591 0.0922 0.1536  -0.18
C: 0.5840 -0.7351 -0.7351  -0.13
H: -2.1919 0.6253 0.9894  0.08
H: -2.4746 -0.8626 0.0234  0.08
H: -2.1748 0.7193 -0.7346  0.07
H: 0.3069 1.5002 1.4760  0.10
H: 2.3369 0.7471 -0.5587  0.12
H: 2.3301 -0.5732 0.8600  0.13
H: 0.9401 -1.7879 -0.4469  0.12
H: 0.5451 -0.6835 -1.8283  0.09

Computed properties:
Orbital gap in eV: 10.33
E_tot in eV: -5312.317
SMILES string: CC1=CCC1
Largest force on an atom in eV/A: 3.64



No. 4
Computed, not measured: a structure of composition C5H8, with ωB97M-V with the def2-TZVPD basis set.

Each line ends with the Löwdin charge.
Cartesian coordinates (Å):
C: 1.5233 -0.0932 -0.4903  -0.13
C: 0.7725 -1.0215 0.0399  -0.16
C: 0.9175 1.0943 0.1913  -0.11
C: -0.1361 -0.0945 0.7176  -0.19
C: -1.7783 -0.1419 -0.2672  0.01
H: 2.4581 -0.1931 -1.0355  0.09
H: 0.7417 -2.1029 -0.1313  0.11
H: 1.4944 1.5574 0.9519  0.08
H: 0.2249 1.6366 -0.4050  0.07
H: -0.2543 -0.1121 1.8609  0.12
H: -1.7258 -1.0811 -0.7599  0.01
H: -1.6060 0.5753 -1.0759  0.04
H: -2.6320 -0.0234 0.4034  0.04

Computed properties:
Orbital gap in eV: 10.33
E_tot in eV: -5311.259
Largest force on an atom in eV/A: 4.27



No. 5
Computed, not measured: the molecule C5H8, with ωB97M-V with the def2-TZVPD basis set.

Each line ends with the Löwdin charge.
Cartesian coordinates (Å):
C: -0.0554 2.0263 -0.2403  -0.11
C: -0.4165 0.6263 0.1497  -0.08
C: -0.4312 -1.8709 0.0178  -0.07
C: 0.2267 -0.5281 -0.2058  -0.45
C: 1.5759 -0.2533 -0.5232  0.14
H: 0.8178 2.4064 0.2880  0.07
H: 0.1995 2.0592 -1.3015  0.08
H: -0.8856 2.7100 -0.0444  0.07
H: -1.2929 0.5275 0.7967  0.11
H: -0.8666 -1.9601 1.0196  0.08
H: 0.2802 -2.6892 -0.1190  0.07
H: -1.2400 -2.0125 -0.7067  0.08
H: 2.1771 -1.0991 -0.1246  0.01

Computed properties:
Orbital gap (alpha / beta) in eV: 7.81 / 7.81
E_tot in eV: -5310.433
Largest force on an atom in eV/A: 0.47



No. 6
Computed, not measured: the molecule C5H8, with ωB97M-V with the def2-TZVPD basis set.

Each line ends with the Löwdin charge.
Cartesian coordinates (Å):
C: -2.0360 0.0237 -1.3020  0.11
C: -1.0425 -0.3230 -0.7164  -0.15
C: 0.1451 -0.4312 0.1428  -0.42
C: 1.4303 -0.0936 -0.6488  -0.07
C: -0.1917 0.4970 1.3347  -0.08
H: -2.9233 0.3934 -1.7622  0.02
H: 0.2524 -1.4546 0.5235  0.13
H: 1.2925 -0.3408 -1.7058  0.07
H: 1.6850 0.9696 -0.5877  0.08
H: 2.2870 -0.6709 -0.2851  0.07
H: -0.8415 -0.0382 2.0356  0.08
H: -0.7618 1.3597 0.9732  0.08
H: 0.6874 0.8649 1.8735  0.07

Computed properties:
Orbital gap in eV: 11.04
E_tot in eV: -5312.670
SMILES string: C#CC(C)C
Largest force on an atom in eV/A: 0.52



No. 7
Computed, not measured: the molecule C5H8, with ωB97M-V with the def2-TZVPD basis set.

Each line ends with the Löwdin charge.
Cartesian coordinates (Å):
C: 1.2580 -0.5982 -0.2026  -0.21
C: 0.6089 0.4776 0.6388  -0.24
C: -0.6444 0.9341 -0.1086  -0.18
C: -1.1104 -0.5151 -0.3956  -0.22
C: 0.0280 -1.2760 0.3484  -0.04
H: 1.2885 -0.3788 -1.2715  0.11
H: 2.2115 -0.9686 0.1758  0.10
H: 1.2355 1.1057 1.2756  0.13
H: -0.4397 1.5675 -0.9797  0.10
H: -1.3478 1.4656 0.5388  0.11
H: -2.1075 -0.7351 -0.0027  0.09
H: -1.1023 -0.7864 -1.4591  0.11
H: 0.1217 -0.2922 1.4424  0.13

Computed properties:
Orbital gap in eV: 9.09
E_tot in eV: -5310.331
Largest force on an atom in eV/A: 0.27



No. 8
Computed, not measured: the molecule C5H8, with ωB97M-V with the def2-TZVPD basis set.

Each line ends with the Löwdin charge.
Cartesian coordinates (Å):
C: -1.5630 0.1076 -0.9081  -0.05
C: -0.4744 0.7887 -1.2556  -0.11
C: 0.8076 0.7799 -0.9547  -0.12
C: 1.1837 -0.0767 0.2820  -0.23
C: -0.0465 -0.4185 1.1171  -0.13
H: -1.5329 -0.9627 -1.1003  0.08
H: -2.3970 0.4356 -0.2840  0.08
H: 1.6185 1.2279 -1.5231  0.09
H: 1.6627 -0.9867 -0.1154  0.11
H: 1.9291 0.4355 0.8955  0.10
H: -0.3609 -1.4608 1.0139  0.08
H: -0.0247 -0.1192 2.1605  0.07
H: -0.8021 0.2493 0.6723  0.02

Computed properties:
Orbital gap in eV: 10.23
E_tot in eV: -5311.253
SMILES string: C=C=CCC
Largest force on an atom in eV/A: 1.57